one) 96
Properties=species:S:1:pos:R:3 method="wB97M-V/def2-TZVPD" homo_lumo_gap_ha=0.368 smiles=CC(C)O.CC(C)O.CC(C)O.CC(C)O.CC(C)O.CC(C)O.CC(C)O.CC(C)O homo_energy_ha=-0.352
C 1.285 -0.759 -0.933
C 0.430 0.013 0.035
C -1.051 -0.061 -0.364
O 0.594 -0.508 1.365
H 1.309 -0.341 -1.942
H 0.937 -1.791 -1.015
H 2.334 -0.781 -0.617
H 0.659 1.080 0.083
H -1.544 -0.976 -0.032
H -1.162 -0.011 -1.453
H -1.639 0.776 0.021
H 0.925 -1.416 1.287
C -3.859 -1.230 3.107
C -3.165 -0.900 4.406
C -1.752 -0.383 4.181
O -3.905 0.040 5.169
H -4.897 -1.521 3.292
H -3.385 -2.055 2.577
H -3.857 -0.359 2.442
H -3.086 -1.826 4.993
H -1.242 -0.281 5.138
H -1.793 0.595 3.695
H -1.183 -1.047 3.529
H -4.569 0.450 4.607
C 2.420 0.277 4.246
C 2.666 1.486 3.369
C 3.791 1.240 2.368
O 1.482 1.849 2.665
H 3.357 -0.116 4.654
H 1.930 -0.520 3.686
H 1.788 0.532 5.101
H 2.929 2.355 3.975
H 3.815 2.070 1.659
H 3.598 0.322 1.805
H 4.774 1.194 2.843
H 1.197 1.041 2.214
C 8.104 0.163 -1.391
C 6.739 -0.314 -0.908
C 5.734 -0.382 -2.031
O 6.839 -1.628 -0.354
H 8.554 -0.604 -2.023
H 8.769 0.321 -0.540
H 8.016 1.101 -1.939
H 6.380 0.383 -0.138
H 4.769 -0.793 -1.736
H 6.131 -0.999 -2.843
H 5.538 0.609 -2.446
H 7.358 -1.574 0.454
C 0.378 -3.662 3.706
C 0.286 -3.969 2.222
C -1.032 -3.592 1.602
O 1.308 -3.270 1.486
H -0.516 -4.028 4.217
H 0.456 -2.589 3.879
H 1.225 -4.172 4.170
H 0.415 -5.046 2.059
H -1.032 -3.900 0.553
H -1.246 -2.523 1.612
H -1.850 -4.117 2.096
H 2.166 -3.599 1.769
C -5.147 4.023 0.212
C -4.597 2.722 0.792
C -3.381 2.971 1.661
O -5.577 2.078 1.614
H -5.904 3.815 -0.550
H -4.351 4.613 -0.242
H -5.631 4.610 0.993
H -4.327 2.065 -0.045
H -3.564 3.824 2.312
H -2.548 3.222 1.001
H -3.125 2.062 2.203
H -6.369 1.932 1.089
C -0.507 -1.423 -6.461
C -0.933 -2.354 -5.349
C -0.358 -1.946 -4.016
O -2.360 -2.350 -5.182
H 0.580 -1.300 -6.444
H -0.943 -0.435 -6.307
H -0.791 -1.795 -7.446
H -0.625 -3.379 -5.593
H -0.577 -0.896 -3.812
H 0.719 -2.108 -3.945
H -0.786 -2.546 -3.209
H -2.751 -2.729 -5.976
C -1.135 3.541 -2.583
C -1.403 2.968 -3.963
C -2.285 1.759 -3.901
O -2.108 3.920 -4.782
H -0.784 4.570 -2.668
H -0.375 2.962 -2.055
H -2.053 3.522 -1.994
H -0.451 2.732 -4.455
H -3.238 2.077 -3.458
H -1.902 1.000 -3.221
H -2.518 1.365 -4.888
H -1.517 4.658 -4.960

two) 96
Properties=species:S:1:pos:R:3 method="wB97M-V/def2-TZVPD" homo_lumo_gap_ha=0.369 smiles=CC(C)O.CC(C)O.CC(C)O.CC(C)O.CC(C)O.CC(C)O.CC(C)O.CC(C)O homo_energy_ha=-0.351
C 1.342 3.208 -2.356
C 2.425 4.070 -2.983
C 3.802 3.692 -2.485
O 2.434 3.922 -4.407
H 1.467 3.168 -1.271
H 1.428 2.176 -2.713
H 0.317 3.510 -2.579
H 2.241 5.120 -2.713
H 3.813 3.647 -1.394
H 4.556 4.422 -2.777
H 4.098 2.711 -2.860
H 1.556 4.125 -4.744
C 0.198 -2.314 5.836
C 0.761 -1.978 4.480
C 1.334 -0.566 4.432
O 1.764 -2.927 4.159
H -0.480 -1.550 6.223
H 0.961 -2.487 6.600
H -0.361 -3.255 5.795
H -0.051 -2.056 3.745
H 1.913 -0.349 5.339
H 0.565 0.212 4.409
H 2.034 -0.447 3.605
H 1.734 -3.029 3.195
C -1.611 -5.006 -1.299
C -1.715 -3.874 -2.305
C -2.327 -2.616 -1.731
O -0.434 -3.529 -2.827
H -1.212 -5.919 -1.747
H -2.559 -5.203 -0.800
H -0.902 -4.733 -0.506
H -2.365 -4.244 -3.114
H -3.351 -2.752 -1.394
H -2.268 -1.822 -2.477
H -1.729 -2.298 -0.869
H -0.042 -4.285 -3.275
C 1.742 -1.469 -5.071
C 2.200 -1.423 -3.616
C 3.247 -0.357 -3.381
O 1.096 -1.153 -2.750
H 1.407 -0.481 -5.391
H 0.883 -2.140 -5.176
H 2.520 -1.880 -5.715
H 2.631 -2.405 -3.368
H 3.496 -0.306 -2.320
H 2.848 0.614 -3.689
H 4.144 -0.537 -3.971
H 0.464 -1.882 -2.863
C 2.281 -4.405 -0.490
C 2.443 -3.927 0.944
C 3.549 -2.878 1.039
O 1.207 -3.382 1.420
H 1.511 -5.174 -0.570
H 3.218 -4.810 -0.875
H 1.952 -3.565 -1.112
H 2.716 -4.753 1.603
H 3.304 -2.036 0.383
H 4.490 -3.290 0.669
H 3.653 -2.519 2.061
H 1.018 -2.619 0.845
C -2.959 4.032 -0.173
C -3.764 5.281 -0.523
C -3.169 6.071 -1.654
O -5.100 4.917 -0.927
H -3.204 3.688 0.836
H -1.895 4.279 -0.190
H -3.169 3.189 -0.830
H -3.861 5.897 0.378
H -3.768 6.956 -1.880
H -3.136 5.485 -2.576
H -2.162 6.421 -1.422
H -5.555 4.537 -0.169
C -2.900 0.754 2.481
C -3.828 0.865 3.660
C -3.113 1.194 4.961
O -4.777 1.894 3.342
H -2.279 1.640 2.350
H -3.517 0.666 1.582
H -2.278 -0.139 2.525
H -4.355 -0.086 3.809
H -2.535 0.339 5.328
H -3.821 1.433 5.758
H -2.413 2.021 4.830
H -5.349 1.992 4.110
C 1.664 0.846 0.818
C 0.325 0.159 0.675
C -0.670 1.005 -0.105
O 0.485 -1.109 0.017
H 2.177 0.899 -0.147
H 2.305 0.308 1.517
H 1.574 1.880 1.160
H -0.139 -0.075 1.636
H -1.629 0.529 -0.317
H -0.262 1.224 -1.101
H -0.853 1.966 0.379
H 0.573 -0.923 -0.933

Relative energies, eV: one) 0.642; two) 0.000.

one) 22
Properties=species:S:1:pos:R:3 method="wB97M-V/def2-TZVPD" homo_lumo_gap_ha=0.351 homo_energy_ha=-0.333
N 3.100 1.036 -0.437
C 2.339 0.158 0.200
C 0.893 -0.035 -0.226
C 0.228 -1.218 0.480
C -1.150 -1.463 -0.141
C -1.936 -0.193 -0.406
C -2.243 0.807 0.672
C -1.234 1.145 -0.398
N 0.165 1.212 -0.042
H 0.915 -0.252 -1.310
H 0.836 -2.126 0.384
H 0.147 -0.985 1.554
H -1.002 -1.974 -1.105
H -1.735 -2.150 0.490
H -2.709 -0.300 -1.171
H -3.209 1.311 0.651
H -1.847 0.618 1.672
H -1.545 1.868 -1.157
H 0.255 1.517 0.923
O 3.073 -0.903 0.280
H 2.651 1.938 -0.558
H 4.009 -0.012 -0.356

two) 22
Properties=species:S:1:pos:R:3 method="wB97M-V/def2-TZVPD" homo_lumo_gap_ha=0.354 smiles="C=C(C)[C@H](O)CCN=C=N" homo_energy_ha=-0.324
C 1.048 0.261 2.217
C -1.705 -0.743 0.116
C -1.243 0.158 1.224
C -1.059 -0.181 -1.179
C 0.443 0.003 -0.889
C 1.233 -1.243 -0.973
C 0.830 1.226 -0.747
N 2.111 0.349 2.765
N 0.109 -0.138 1.592
O -1.716 1.047 -1.454
H -1.228 -1.722 0.152
H -2.763 -0.832 0.049
H -1.180 1.291 0.883
H -1.887 0.107 2.101
H -1.134 -0.713 -2.083
H 0.799 -1.686 -1.865
H 1.077 -1.943 -0.115
H 2.410 -0.999 -1.015
H 1.877 1.522 -0.434
H 3.006 0.720 2.559
H 0.146 2.078 -0.770
H -1.174 1.438 -2.132

Relative energies, eV: one) 0.369; two) 0.000.

one) 6
Properties=species:S:1:pos:R:3 method="wB97M-V/def2-TZVPD" homo_lumo_gap_ha=0.341 homo_energy_ha=-0.351
N -0.319 -0.860 0.671
P 0.132 1.220 -0.333
H -0.508 -0.545 1.611
H 0.562 -1.246 0.811
H -0.918 0.765 -1.343
H 1.051 0.667 -1.416

two) 6
Properties=species:S:1:pos:R:3 method="wB97M-V/def2-TZVPD" homo_lumo_gap_ha=0.334 smiles="[H]/N=P/[H].[H][H]" homo_energy_ha=-0.343
N -0.342 -0.499 0.392
P -0.747 -1.355 -0.836
H 0.553 -0.005 0.312
H 1.272 1.892 -0.141
H 1.236 1.706 0.600
H -1.972 -1.739 -0.327

three) 6
Properties=species:S:1:pos:R:3 method="wB97M-V/def2-TZVPD" homo_lumo_gap_ha="0.318 / 0.283" homo_energy_ha="-0.327 / -0.288"
N -0.315 -0.652 0.729
P 0.438 0.856 0.685
H -0.938 -0.695 1.504
H 0.308 -1.365 0.729
H -0.773 1.650 -1.299
H 1.708 0.415 0.157

four) 6
Properties=species:S:1:pos:R:3 method="wB97M-V/def2-TZVPD" homo_lumo_gap_ha=0.318 homo_energy_ha=-0.356
N 0.962 -0.163 1.137
P -0.207 0.035 0.162
H 1.490 -0.642 -0.519
H -0.581 -0.746 -0.791
H -0.200 1.101 -0.800
H -1.464 0.416 0.811

Relative energies, eV: one) 0.332; two) 0.000; three) 1.211; four) 3.330.

one) 14
Properties=species:S:1:pos:R:3 method="wB97M-V/def2-TZVPD" homo_lumo_gap_ha=0.325 homo_energy_ha=-0.325
C -0.482 -0.151 -0.019
C 0.937 -0.068 -0.596
C 1.443 1.396 -0.351
H 0.175 0.307 1.875
H -1.701 0.031 1.444
H -3.291 -0.489 -0.703
H 0.725 -0.076 -1.637
H 1.557 -2.518 -0.378
H 2.556 1.394 -0.695
N -0.593 -0.244 1.393
N -1.620 -0.152 -0.841
O -2.765 -0.427 0.033
O 0.958 2.300 0.330
S 2.102 -1.301 0.144

two) 14
Properties=species:S:1:pos:R:3 method="wB97M-V/def2-TZVPD" homo_lumo_gap_ha=0.259 homo_energy_ha=-0.280
C -0.154 0.623 -1.158
C 0.820 1.050 -0.106
C -1.254 -0.108 -0.411
N 0.067 1.312 1.100
N -0.052 -2.129 0.465
O 0.042 -1.806 1.607
O 0.558 -2.936 -0.166
S -1.264 0.196 1.245
H -0.580 1.493 -1.524
H 0.101 -0.164 -1.961
H 1.451 0.230 0.042
H 1.581 1.900 -0.434
H -1.739 -1.007 -0.738
H 0.421 1.347 2.040

three) 14
Properties=species:S:1:pos:R:3 method="wB97M-V/def2-TZVPD" homo_lumo_gap_ha=0.370 smiles="CC(=O)NC(=O)NS" homo_energy_ha=-0.366
C -1.027 2.243 0.659
C -0.137 1.003 0.367
C 0.023 -1.222 -0.992
H -1.033 2.909 -0.159
H -2.112 2.205 0.739
H -0.732 2.711 1.632
H -0.662 0.726 -1.760
H 1.634 -1.125 0.413
H 1.289 -3.895 0.970
N -0.088 0.297 -0.844
N 1.150 -1.676 -0.275
O 0.556 0.737 1.464
O -0.771 -1.737 -1.834
S 1.910 -3.176 -0.379

Relative energies, eV: one) 1.572; two) 4.100; three) 0.000.

one) 14
Properties=species:S:1:pos:R:3 method="wB97M-V/def2-TZVPD" homo_lumo_gap_ha=0.379 homo_energy_ha=-0.363
C -0.879 0.957 0.329
C -0.594 -0.461 0.563
C -0.680 -1.321 -0.694
N -0.552 2.100 0.073
N 2.537 1.142 0.770
O -1.888 0.227 0.762
O 1.759 1.210 -1.435
S 1.919 2.041 -0.271
H -0.131 -0.733 1.567
H 0.246 -1.865 -1.047
H -0.885 -0.688 -1.461
H -1.503 -1.956 -0.617
H -1.399 2.654 -0.088
H 2.807 1.363 1.683

two) 14
Properties=species:S:1:pos:R:3 method="wB97M-V/def2-TZVPD" homo_lumo_gap_ha=0.348 smiles="CO/C(=N/S)NC=O" homo_energy_ha=-0.324
C 0.345 -2.323 1.181
C -0.072 -0.367 -0.069
C 1.895 0.693 -1.101
H 1.254 -2.947 1.490
H -0.440 -2.886 0.774
H 0.107 -1.733 2.115
H 0.247 1.736 -0.680
H 2.484 -0.268 -0.966
H -3.060 0.397 1.538
N 0.586 0.666 -0.680
N -1.145 -0.455 0.536
O 0.882 -1.356 0.211
O 2.297 1.655 -1.671
S -2.195 0.863 0.522

Relative energies, eV: one) 1.900; two) 0.000.

one) 14
Properties=species:S:1:pos:R:3 method="wB97M-V/def2-TZVPD" homo_lumo_gap_ha=0.338 homo_energy_ha=-0.319
C -3.370 -0.339 0.298
C -1.056 -0.950 -0.210
C 1.891 0.669 -0.318
H -3.462 -0.139 1.402
H -4.185 0.212 -0.241
H -3.460 -1.465 0.224
H -1.254 1.695 -0.374
H -1.458 -1.930 -0.220
H 2.001 1.698 -0.731
N -2.023 0.065 -0.163
N 0.191 -0.901 -0.366
O -1.667 1.290 0.373
O 0.640 0.391 -0.562
S 3.004 -0.247 0.408

two) 14
Properties=species:S:1:pos:R:3 method="wB97M-V/def2-TZVPD" homo_lumo_gap_ha=0.319 homo_energy_ha=-0.323
C -2.181 -0.714 0.319
C -0.683 -0.496 -0.014
C 1.988 -0.728 -0.758
H -2.218 -1.713 0.649
H -3.025 -0.181 -0.426
H -2.285 -0.132 1.261
H 2.342 -1.341 -1.680
H 1.454 1.115 0.651
H -0.111 2.523 -0.143
N 2.903 0.063 -0.115
N -0.188 0.690 -0.280
O 2.459 0.837 0.874
O -0.972 1.763 -0.413
S 0.517 -1.687 0.073

Relative energies, eV: one) 0.000; two) 2.240.

one) 6
Properties=species:S:1:pos:R:3 method="wB97M-V/def2-TZVPD" homo_lumo_gap_ha=0.435 homo_energy_ha=-0.395
O -0.954 -2.192 -0.523
C 0.067 -2.017 -0.985
C 0.499 0.653 0.031
C -0.078 1.447 0.726
H 0.987 -0.077 -0.582
H -0.561 2.178 1.336

two) 6
Properties=species:S:1:pos:R:3 method="wB97M-V/def2-TZVPD" homo_lumo_gap_ha=0.319 smiles="C=C=C=O" homo_energy_ha=-0.336
C -1.405 0.076 -0.024
C -0.232 -0.426 -0.011
C 1.020 -0.057 0.000
O -2.550 0.218 0.024
H 1.817 -0.786 0.087
H 1.350 0.974 -0.076

Relative energies, eV: one) 0.086; two) 0.000.

one) 17
Properties=species:S:1:pos:R:3 method="wB97M-V/def2-TZVPD" homo_lumo_gap_ha="0.340 / 0.340" homo_energy_ha="-0.700 / -0.700" charge=+2
C 1.114 -0.040 -0.017
C 0.517 1.303 -0.174
C -1.055 -1.291 -0.248
N 0.398 -1.149 -0.102
N -1.757 -0.249 0.450
N 2.402 -0.079 0.228
N -1.526 0.988 -0.037
H 0.730 2.001 0.628
H 0.558 1.732 -1.168
H -1.333 -1.271 -1.312
H -1.357 -2.260 0.166
H 0.895 -2.030 -0.008
H -1.819 -0.331 1.463
H 2.968 0.762 0.272
H 2.909 -0.950 0.344
H -1.849 1.768 0.541
H -1.794 1.098 -1.026

two) 17
Properties=species:S:1:pos:R:3 method="wB97M-V/def2-TZVPD" homo_lumo_gap_ha=0.369 homo_energy_ha=-0.581 charge=+2
C 5.892 -0.300 -1.026
C -9.204 -0.085 -0.327
C -9.190 -0.027 1.121
N -8.951 -0.198 -1.458
N 7.182 -0.457 -1.289
N 5.401 0.071 0.075
N 6.027 0.748 1.143
H 5.140 -1.010 -1.436
H -9.379 0.933 1.576
H -9.943 -0.819 1.346
H -8.152 -0.186 1.290
H -8.646 -0.461 -2.428
H 7.393 -0.950 -2.098
H 7.825 0.065 -0.735
H 6.315 0.018 1.784
H 6.945 1.296 0.902
H 5.345 1.364 1.560

three) 17
Properties=species:S:1:pos:R:3 method="wB97M-V/def2-TZVPD" homo_lumo_gap_ha=0.391 homo_energy_ha=-0.692 charge=+2
C 1.980 0.083 -0.396
C -1.690 -0.132 0.100
C -0.081 1.156 0.052
N 3.005 -0.690 -0.127
N -2.769 0.443 -0.344
N -1.389 -1.377 0.284
N 0.998 0.350 0.481
H 1.971 0.581 -1.430
H -0.343 1.955 0.720
H -0.036 1.483 -1.005
H 3.663 -1.031 -0.816
H 3.170 -1.001 0.846
H -2.821 1.373 -0.584
H -3.732 0.009 -0.455
H -0.763 -1.520 0.980
H -2.111 -2.068 0.138
H 0.947 0.388 1.557

Relative energies, eV: one) 1.254; two) 0.248; three) 0.000.